Record 1
Computed, not measured: a molecular structure, C24H36CaO19Pt, with ωB97M-V/def2-TZVPD.

```
81
Properties=species:S:1:pos:R:3:forces:R:3:lowdin_spin:R:1
Ca 2.66049 -3.17671 -0.25475 -1.6 0.8 0.5 -0.0243
Pt 1.03961 -1.44889 -3.09731 -0.2 0.7 1.4 0.9762
C -1.01566 -0.63061 0.94699 2.3 0.0 0.0 0.0040
C 0.03457 -1.12752 -0.05927 -0.7 0.8 -0.7 0.0058
O 0.81660 -2.01448 0.34616 1.2 -0.8 -0.3 -0.0055
O 0.04430 -0.68070 -1.24687 0.1 -0.2 -0.5 0.0566
H -1.53037 0.30687 0.76933 -0.6 -0.5 -0.9 0.0001
H -0.37355 -0.33492 1.78265 -0.3 -0.6 0.5 0.0003
H -1.54882 -1.55509 1.14824 -0.6 0.5 0.5 0.0004
C -2.32865 0.64969 -3.50143 -0.8 1.3 0.0 0.0149
C -1.85792 -0.42677 -4.41626 0.2 1.1 0.2 0.0269
O -0.75002 -0.97649 -4.35481 -0.2 -0.6 -0.6 0.1871
O -2.51324 -0.74690 -5.45793 -0.1 -0.1 0.2 0.7039
H -1.69443 0.91018 -2.65905 0.3 -0.9 0.0 0.0057
H -3.36425 0.57672 -3.16545 0.0 -0.6 0.0 0.0003
H -2.39039 1.60606 -4.03669 0.2 -0.3 -0.5 -0.0005
C 2.39643 -7.97940 3.99080 -1.0 0.5 -0.3 0.0000
C 1.38386 -7.13950 3.20951 0.7 0.0 1.5 0.0000
C 1.05663 -5.81335 3.90745 0.1 -0.8 0.1 0.0000
O 0.82313 -4.93050 2.80214 0.3 0.3 -1.4 0.0000
C 1.45974 -5.42924 1.74321 -0.5 -1.2 2.2 -0.0001
O 1.56952 -4.85176 0.67894 0.7 0.4 -0.6 -0.0004
O 1.96303 -6.63452 2.00072 -0.1 0.9 -1.7 0.0000
H 1.99536 -7.98149 5.00745 0.1 -0.7 0.0 0.0000
H 3.38918 -7.54224 4.06721 0.0 0.1 -0.3 0.0000
H 2.40832 -8.95633 3.51577 0.3 -0.2 0.5 0.0000
H 0.52688 -7.76416 2.94884 -0.1 0.3 0.0 0.0000
H 1.95638 -5.47076 4.42531 -0.2 0.1 0.1 0.0000
H 0.18693 -5.81817 4.55714 0.0 0.0 -0.1 0.0000
C -4.71543 -0.90841 -0.56028 -0.8 0.9 -0.7 0.0000
C -5.48691 -1.32173 0.68532 1.0 -1.4 -0.1 0.0000
C -5.47064 -2.86191 0.90545 0.5 0.4 -0.8 0.0000
O -5.19027 -3.00200 2.28575 -0.8 0.1 0.4 0.0000
C -4.68496 -1.82019 2.77106 0.5 -2.0 -0.4 0.0000
O -4.14182 -1.75140 3.82102 -0.2 0.6 0.2 0.0000
O -4.73053 -0.90939 1.80993 0.4 1.6 0.7 0.0000
H -4.55626 -1.69388 -1.29945 -0.4 -0.2 0.1 0.0000
H -3.72370 -0.49493 -0.38176 -0.1 -0.1 0.6 0.0000
H -5.30680 -0.10369 -1.00649 0.3 -0.1 -0.4 0.0000
H -6.45953 -0.83951 0.78571 -0.1 -0.3 -0.3 0.0000
H -4.62264 -3.32293 0.38109 0.0 0.3 -0.1 0.0000
H -6.33937 -3.38316 0.50462 -0.3 0.1 0.8 0.0000
C 0.60529 3.56895 -0.39567 1.0 1.8 -0.1 0.0000
C -0.42071 3.12776 -1.39562 -1.3 0.7 0.9 0.0001
C -1.86563 3.13869 -0.82260 0.6 2.0 0.6 0.0001
O -2.62397 3.73508 -1.86451 -1.0 -1.3 0.2 0.0000
C -1.84242 4.45810 -2.66211 -0.6 -0.6 -1.0 0.0000
O -2.29867 5.15786 -3.50675 1.0 0.3 0.1 0.0000
O -0.53928 4.14096 -2.44122 0.4 -0.6 -0.1 0.0000
H 0.95850 4.60431 -0.53965 -0.4 0.0 -1.0 0.0000
H 1.54747 3.04676 -0.56709 -0.2 -0.5 1.1 0.0000
H 0.19234 3.82434 0.58457 0.3 -1.5 0.4 0.0000
H -0.17202 2.11456 -1.71313 0.1 0.2 -0.9 0.0001
H -1.95634 3.92427 -0.05893 0.5 -0.5 0.5 0.0000
H -2.28182 2.23961 -0.37731 -0.1 -0.3 -0.7 0.0000
C 1.84985 3.30979 3.77946 1.0 -1.6 0.2 0.0000
C 2.46666 2.21885 2.88338 -0.3 1.9 -0.3 0.0000
C 3.83047 1.72567 3.36553 0.2 0.1 -0.8 0.0000
O 3.61445 0.32769 3.61265 0.1 0.0 0.2 0.0000
C 2.41737 -0.03504 3.13459 -0.2 -0.6 0.2 0.0000
O 2.04837 -1.17552 3.00921 0.3 0.6 -0.1 -0.0001
O 1.68139 1.03652 2.81653 -0.4 -0.4 -0.1 0.0000
H 2.51966 4.16852 3.77887 -0.1 0.1 -0.2 0.0000
H 1.90789 2.88193 4.78411 -0.7 0.4 0.2 0.0000
H 0.85807 3.55825 3.41779 -0.1 0.1 0.4 0.0000
H 2.43567 2.68153 1.89108 0.6 -0.6 -0.2 0.0000
H 4.17514 2.28592 4.23303 -0.1 -0.5 0.3 0.0000
H 4.60682 1.77906 2.59984 -0.1 0.2 0.0 0.0000
C 3.97322 4.62764 -3.79307 -0.4 1.4 -0.3 0.0002
C 2.64368 3.91188 -3.85975 0.6 0.2 0.9 0.0004
C 2.04746 3.48280 -5.18581 0.1 0.0 0.3 0.0000
O 1.36999 2.26682 -4.80189 1.1 -0.6 0.2 -0.0007
C 2.01326 1.77077 -3.73070 -2.2 0.3 0.0 0.0059
O 1.67625 0.70738 -3.25456 0.9 -0.7 0.3 0.0418
O 2.79297 2.63507 -3.13227 0.1 -0.3 -0.7 0.0009
H 4.17971 5.03308 -2.80224 -0.2 -0.3 0.1 0.0000
H 3.84841 5.52659 -4.40809 0.2 0.0 -0.1 0.0001
H 4.88880 4.14503 -4.12780 -0.4 -0.6 -0.2 0.0000
H 1.85446 4.42972 -3.30944 0.3 0.3 0.1 0.0000
H 2.82874 3.26916 -5.91796 -0.3 0.0 -0.2 0.0000
H 1.25370 4.14376 -5.52252 0.4 0.2 -0.3 0.0000
```
Positions in Å, forces in eV/Å.

Computed properties:
Charge: +2
Electronic energy: -86043.495 eV
Orbital gap (alpha / beta): 7.01 / 6.25 eV
Spin multiplicity: 3
LUMO energy (alpha / beta): -7.40 / -7.78 eV
HOMO level (alpha / beta): -0.5298 / -0.5157 Ha

---

Record 2
Computed, not measured: a molecular structure, C24H36Cl2O2P2RuSSbSe4, with ωB97M-V/def2-TZVPD.

```
73
Properties=species:S:1:pos:R:3:forces:R:3:lowdin_spin:R:1
Ru -0.04802 -0.92658 -0.45448 0.4 0.4 -0.1 0.2881
Cl 2.90888 0.13761 2.19788 -0.1 -0.1 0.1 0.0323
C 4.19261 0.15920 1.04199 -0.1 0.0 0.1 0.0032
C 5.35957 0.78116 1.45416 0.1 0.0 -0.1 0.0011
C 6.46194 0.81779 0.61819 0.0 0.0 0.0 0.0001
C 6.36671 0.22359 -0.62906 0.0 0.0 0.0 0.0005
C 5.18168 -0.37151 -1.02108 0.0 0.0 -0.1 -0.0001
Cl 5.17247 -1.06035 -2.62916 0.0 0.0 0.0 -0.0005
C 4.01607 -0.43638 -0.22230 0.1 0.2 -0.2 0.0028
S 2.60097 -1.20532 -0.89007 -0.4 -0.3 0.0 0.0007
H 5.38213 1.24006 2.43220 0.0 0.0 0.0 0.0002
H 7.37603 1.30565 0.92979 0.0 0.0 0.0 0.0000
H 7.20056 0.22755 -1.31736 0.0 0.0 0.0 0.0000
C -3.36804 0.11036 0.35406 0.0 0.1 0.0 0.0152
P -2.21593 -1.26205 0.00770 0.1 0.2 -0.8 0.0033
C -3.11839 -2.17794 -1.29574 -0.2 0.0 0.1 -0.0009
C -2.40711 -2.35202 1.45923 0.2 -0.1 0.3 -0.0006
C -3.59694 -2.54521 2.15273 0.1 0.0 -0.1 -0.0001
C -3.60508 -3.30999 3.30891 0.0 0.0 0.1 -0.0001
C -2.42792 -3.87759 3.78020 0.0 0.0 0.0 0.0000
C -1.23970 -3.70217 3.08702 -0.1 0.0 -0.2 -0.0006
C -1.22996 -2.95448 1.91425 -0.1 0.3 0.0 -0.0019
P 0.22509 -2.66163 0.83792 -0.2 -0.6 -0.4 -0.0064
C 1.64686 -3.04929 1.91295 -0.1 0.1 0.0 -0.0025
C 0.17632 -4.19166 -0.17687 0.1 0.1 0.0 0.0003
H -4.40761 -0.20058 0.21892 0.0 0.0 0.0 0.0002
H -3.14568 0.92527 -0.34038 0.0 -0.1 0.0 0.0006
H -3.20206 0.49990 1.36078 0.0 0.0 -0.1 0.0098
H -4.01591 -2.66357 -0.90354 0.0 0.0 0.0 0.0001
H -2.43065 -2.89307 -1.74632 0.0 0.0 0.0 -0.0001
H -3.40408 -1.46582 -2.07185 0.0 0.0 0.1 -0.0001
H -4.51074 -2.06696 1.81753 0.0 0.0 0.0 0.0000
H -4.52938 -3.44193 3.85887 0.0 0.0 0.0 0.0000
H -2.43157 -4.45244 4.69886 0.0 0.0 0.0 0.0000
H -0.32600 -4.13867 3.46922 0.0 0.0 0.0 0.0000
H 1.59667 -4.11374 2.15891 0.1 0.1 0.0 -0.0005
H 1.65508 -2.45002 2.82218 -0.1 0.1 -0.1 0.0008
H 2.54974 -2.83417 1.34128 0.0 -0.1 0.0 0.0000
H 0.20084 -5.09503 0.43739 0.0 0.0 0.0 0.0001
H 1.04014 -4.15120 -0.84451 0.0 0.0 0.0 0.0000
H -0.71499 -4.17035 -0.80449 0.1 0.0 0.0 -0.0001
C -0.31418 -2.79440 -4.52029 0.0 0.1 -0.1 -0.0003
C -0.15563 -1.57104 -3.60250 -0.1 0.0 0.0 0.0006
C 1.16860 -0.87014 -3.92682 0.0 0.0 0.0 0.0002
C -1.31622 -0.59101 -3.87143 0.0 0.0 0.0 0.0011
O -0.20958 -2.05053 -2.30102 0.1 0.0 0.7 0.0225
H -0.29980 -2.52156 -5.58117 0.0 0.0 0.0 -0.0001
H -1.26046 -3.29510 -4.29870 0.0 0.0 0.0 0.0000
H 0.49930 -3.49687 -4.32776 0.0 0.0 0.0 0.0000
H 1.21217 -0.56726 -4.97875 0.0 0.0 0.0 0.0000
H 2.00558 -1.53314 -3.70611 0.0 0.0 0.0 -0.0001
H 1.27687 0.01667 -3.30567 0.0 0.0 0.0 -0.0001
H -1.23521 -0.10900 -4.85143 0.0 0.0 0.0 0.0000
H -1.30283 0.18628 -3.10651 0.0 0.0 0.0 0.0001
H -2.27239 -1.11832 -3.82798 0.0 0.0 0.0 0.0000
C 1.38231 3.41886 -1.75052 0.0 0.0 0.0 -0.0001
C -0.12173 3.74688 -1.65891 0.0 0.0 0.0 0.0004
C -0.77227 2.39575 -1.34815 -0.2 0.0 -0.1 0.0052
O 0.19388 1.39695 -1.71406 -0.1 -0.2 0.4 -0.0013
C 1.45856 1.95672 -1.32529 0.1 0.1 0.1 -0.0004
H 1.98258 4.05016 -1.09480 0.0 0.0 0.0 0.0000
H 1.74141 3.54202 -2.77412 0.0 0.0 0.0 0.0000
H -0.48315 4.15711 -2.60335 0.0 0.0 0.0 0.0001
H -0.34324 4.45917 -0.86309 0.0 0.0 0.0 0.0002
H -1.67336 2.19926 -1.93508 0.0 0.0 0.0 0.0000
H -1.00998 2.32140 -0.28251 0.0 0.0 -0.1 0.0067
H 2.23955 1.37452 -1.80870 0.0 0.0 0.0 0.0001
H 1.56594 1.86603 -0.23458 0.0 0.0 -0.1 0.0004
Se 1.88592 4.04748 2.15835 -0.1 0.1 0.4 0.0002
Sb -0.02636 2.78144 3.36845 0.0 0.6 -0.1 0.0073
Se -0.25500 0.47620 1.45498 0.2 -0.5 0.4 0.5694
Se -2.11605 3.56925 2.38012 0.1 0.0 0.2 0.0265
Se 1.27789 5.00792 4.29093 0.0 -0.3 -0.4 0.0169
```
Positions in Å, forces in eV/Å.

Computed properties:
Charge: -2
Energy relative to the best compared isomer or geometry (same formula, charge and spin): 0.000 eV
Electronic energy: -354535.225 eV
Orbital gap (alpha / beta): 5.73 / 5.77 eV
Spin multiplicity: 2
LUMO energy (alpha / beta): 4.21 / 4.21 eV
HOMO level (alpha / beta): -0.0560 / -0.0573 Ha